2 unconnected molecules or ions with the total composition C8H8N2O in a non-equilibrium geometry, computed with the ωB97M-V functional and the def2-TZVPD basis.

ORCA input file:
```
! RIJCOSX wB97M-V def2-TZVPD def2/J DEFGRID3
* xyz 0 1
C -0.080 1.940 -0.114
C -1.451 2.318 -0.052
C 0.292 0.673 -0.113
C 2.609 0.860 0.267
C -2.389 0.189 0.107
C 0.420 -0.608 0.004
C 0.471 -1.572 1.244
C 0.458 -1.548 -1.185
N -2.446 1.517 0.043
N -2.639 -0.934 0.147
O 3.079 1.803 -0.194
H 0.602 2.702 -0.190
H -1.629 3.314 -0.020
H 0.906 -1.020 2.041
H 1.183 -2.369 1.084
H -0.499 -1.825 1.271
H -0.077 -1.050 -2.051
H -0.265 -2.390 -1.012
H 1.456 -1.999 -1.278
*
```

The calculation puts the max |F| at 5.3 eV/Å. For the HOMO energy, the calculation gives -9.42 eV. The calculation puts the calculated total energy at -494.24084 Ha. The LUMO energy is -0.72 eV. Its energy above the lowest of the compared OMol25 structures with the same formula, charge and spin is 121.1 kcal/mol.